ORCA calculation (ωB97M-V/def2-TZVPD) on a structure of composition C32H29N9O2S2Sn.

max |F|	0.84	eV/Å
highest occupied orbital energy	-7.25	eV
HOMO-LUMO gap	6.78	eV
ΔE to the lowest compared entry with this formula, charge and spin	21.0	kcal per mole

Element x y z (Å)
Sn 0.50 0.08 -0.52
N -5.46 3.90 3.17
C -4.68 2.81 2.81
C -4.16 1.96 3.79
C -3.42 0.85 3.43
C -3.21 0.57 2.09
C -3.72 1.41 1.10
C -4.46 2.52 1.46
S -2.22 -0.80 1.60
O -2.14 -1.72 2.70
O -2.72 -1.26 0.33
N -0.76 -0.14 1.28
C 0.08 0.27 2.28
N 1.28 0.62 1.77
C 2.23 0.97 2.62
C 1.99 1.02 3.98
C 0.71 0.72 4.39
N -0.26 0.35 3.56
H -5.34 4.24 4.11
H -5.55 4.63 2.48
H -4.35 2.18 4.83
H -3.01 0.19 4.17
H -3.55 1.17 0.06
H -4.87 3.17 0.70
H 3.20 1.22 2.19
H 2.76 1.30 4.69
H 0.43 0.77 5.44
C 4.13 -0.86 -5.58
C 3.49 0.34 -5.87
C 2.77 1.00 -4.89
C 2.69 0.44 -3.62
C 3.30 -0.77 -3.32
C 4.03 -1.41 -4.31
N 1.95 1.06 -2.56
N 1.77 2.28 -2.71
C 0.97 2.90 -1.69
C 0.86 4.28 -1.81
C 0.10 4.98 -0.89
C -0.55 4.30 0.13
C -0.42 2.92 0.24
C 0.34 2.19 -0.67
H 4.70 -1.37 -6.34
H 3.55 0.76 -6.86
H 2.26 1.93 -5.10
H 3.16 -1.18 -2.33
H 4.52 -2.35 -4.08
H 1.37 4.77 -2.63
H 0.00 6.05 -0.98
H -1.15 4.84 0.85
H -0.94 2.40 1.04
N 1.73 -1.46 -0.63
C 2.16 -2.09 0.54
C 3.54 -2.24 0.76
C 4.03 -2.90 1.88
C 3.16 -3.43 2.83
C 1.79 -3.30 2.63
C 1.30 -2.65 1.50
H 4.22 -1.82 0.04
H 5.10 -2.99 2.02
H 3.54 -3.93 3.71
H 1.09 -3.71 3.35
H 0.23 -2.58 1.37
C -3.57 -2.48 -2.50
N -2.24 -2.98 -2.21
C -1.90 -4.27 -1.89
C -0.58 -4.27 -1.58
N -0.11 -2.99 -1.73
C -1.14 -2.21 -2.09
S -1.12 -0.50 -2.35
H -4.25 -3.33 -2.54
H -3.58 -1.97 -3.46
H -3.88 -1.80 -1.71
H -2.62 -5.07 -1.91
H 0.06 -5.07 -1.26
H 0.83 -2.44 -1.28

Here are the Mulliken charges for atoms 1 to 6, given in e: atom 1 (Sn): 1.936, atom 2 (N): -0.560, atom 3 (C): 0.992, atom 4 (C): -0.757, atom 5 (C): -0.293, atom 6 (C): -0.461

=====

ORCA calculation (ωB97M-V/def2-TZVPD) on a structure of composition C37H37AuBrN4O5.

charge	+1
max |F|	0.74	eV/Å
highest occupied orbital energy	-9.90	eV
HOMO-LUMO gap	7.30	eV
ΔE to the lowest compared entry with this formula, charge and spin	12.9	kcal per mole

Element x y z (Å)
Au -0.54 -1.59 0.62
C 0.35 6.77 1.13
O 0.48 5.40 0.77
C 1.46 5.08 -0.13
C 2.29 5.99 -0.75
C 3.24 5.54 -1.67
C 3.32 4.20 -1.97
C 2.48 3.28 -1.35
C 1.56 3.70 -0.41
N 0.66 2.87 0.27
C 0.60 1.50 0.32
N 1.81 0.89 0.34
C 2.22 -0.45 0.23
C 1.45 -1.60 0.31
C 2.02 -2.86 0.13
C 3.38 -2.98 -0.09
C 4.18 -1.85 -0.14
C 3.61 -0.60 0.02
O 4.30 0.57 -0.02
C 5.69 0.52 -0.30
N -0.52 0.87 0.42
C -1.72 1.59 0.32
C -2.52 1.77 1.43
C -3.74 2.43 1.33
C -4.16 2.91 0.11
C -3.37 2.73 -1.03
C -2.16 2.08 -0.93
O -1.30 1.87 -1.97
C -1.66 2.42 -3.22
H -0.44 6.80 1.88
H 0.05 7.37 0.27
H 1.27 7.15 1.56
H 2.21 7.04 -0.53
H 3.89 6.25 -2.15
H 4.04 3.84 -2.70
H 2.54 2.24 -1.63
H -0.18 3.34 0.59
H 2.60 1.52 0.40
H 1.39 -3.73 0.20
H 3.82 -3.96 -0.22
H 5.25 -1.94 -0.30
H 6.04 1.55 -0.30
H 5.87 0.08 -1.29
H 6.23 -0.04 0.46
H -2.17 1.39 2.38
H -4.36 2.57 2.21
H -5.11 3.42 0.01
H -3.71 3.13 -1.98
H -0.86 2.14 -3.91
H -1.74 3.51 -3.17
H -2.61 2.01 -3.59
Br -3.01 -1.78 1.14
C -2.70 -2.08 3.00
C -3.79 -2.27 3.79
C -3.60 -2.47 5.17
C -2.34 -2.45 5.68
C -1.21 -2.25 4.86
C 0.09 -2.22 5.42
C 1.17 -2.01 4.63
C 1.02 -1.83 3.24
C -0.21 -1.86 2.64
C -1.37 -2.06 3.45
H -4.79 -2.26 3.37
H -4.46 -2.62 5.81
H -2.18 -2.60 6.74
H 0.19 -2.37 6.49
H 2.16 -1.99 5.06
H 1.92 -1.68 2.66
O -1.20 -4.49 -0.32
C -1.40 -3.77 -1.27
O -1.08 -2.53 -1.44
C -2.15 -4.37 -2.50
N -2.15 -3.29 -3.56
C -1.31 -3.75 -4.71
C -0.43 -4.83 -4.09
C -1.38 -5.53 -3.12
H -3.17 -4.61 -2.22
H -1.69 -2.51 -3.02
H -3.08 -3.01 -3.84
H -0.79 -2.90 -5.14
H -1.98 -4.17 -5.46
H 0.41 -4.37 -3.56
H -0.02 -5.49 -4.85
H -0.87 -6.09 -2.34
H -2.05 -6.20 -3.66

Here are the Mulliken charges for atoms 1 to 6, given in e: atom 1 (Au): 1.848, atom 2 (C): -1.007, atom 3 (O): -0.392, atom 4 (C): 0.887, atom 5 (C): -0.412, atom 6 (C): -0.792

=====

ORCA calculation (ωB97M-V/def2-TZVPD) on the molecule C4H9NO2.

max |F|	3.65	eV/Å
highest occupied orbital energy	-9.73	eV
HOMO-LUMO gap	10.44	eV
ΔE to the lowest compared entry with this formula, charge and spin	62.0	kcal per mole
structure (SMILES)	N[C@H](C=O)CCO

Element x y z (Å)
N -1.02 1.33 0.91
C -0.07 0.25 0.81
C 1.36 0.73 0.70
O 1.67 1.87 0.51
C 0.14 -0.28 -0.76
C -1.09 -1.15 -1.10
O -0.85 -2.51 -0.78
H -0.63 1.98 1.59
H -0.89 1.86 0.05
H -0.26 -0.64 1.40
H 2.12 -0.07 0.81
H 1.09 -0.78 -0.92
H 0.04 0.66 -1.29
H -1.35 -1.08 -2.16
H -1.89 -0.69 -0.52
H -0.03 -2.54 -0.28

Here are the Mulliken charges for atoms 1 to 6, given in e: atom 1 (N): -0.636, atom 2 (C): -0.067, atom 3 (C): 0.004, atom 4 (O): -0.526, atom 5 (C): -1.170, atom 6 (C): -0.317

=====

ORCA calculation (ωB97M-V/def2-TZVPD) on a structure of composition C50H50AsClIrN3O3SeTe.

charge	+2
max |F|	2.92	eV/Å
highest occupied orbital energy	-12.70	eV
HOMO-LUMO gap	6.48	eV
ΔE to the lowest compared entry with this formula, charge and spin	33.5	kcal per mole

Element x y z (Å)
Ir 1.48 0.04 -0.61
C 2.36 3.86 2.21
N 1.02 4.42 2.09
C 0.64 5.66 2.58
C -0.66 5.82 2.26
N -1.05 4.67 1.58
C -2.39 4.46 1.03
C -0.01 3.82 1.48
Se -0.12 2.16 0.62
H 2.91 4.42 2.96
H 2.88 3.91 1.26
H 2.27 2.83 2.52
H 1.32 6.31 3.11
H -1.34 6.63 2.45
H -3.13 4.63 1.81
H -2.46 3.43 0.68
H -2.57 5.14 0.20
Cl 6.69 -3.23 -6.23
C 5.71 -2.53 -4.99
C 5.76 -1.16 -4.78
C 4.94 -0.59 -3.82
C 4.08 -1.40 -3.08
C 4.06 -2.78 -3.28
C 4.88 -3.35 -4.24
C 3.19 -0.79 -2.12
O 3.10 0.46 -1.92
O 2.37 -1.49 -1.37
H 6.44 -0.55 -5.36
H 4.96 0.48 -3.65
H 3.40 -3.40 -2.69
H 4.88 -4.42 -4.41
C 5.71 -3.29 0.66
C 4.62 -3.60 1.46
C 3.65 -2.64 1.74
C 3.77 -1.37 1.20
C 4.86 -1.05 0.39
C 5.83 -2.01 0.12
As 2.44 0.00 1.54
C 3.53 1.04 2.71
C 4.57 1.90 2.40
C 5.41 2.30 3.43
C 5.20 1.83 4.72
C 4.15 0.97 5.00
C 3.28 0.57 3.99
C 2.10 -0.33 4.16
C 1.59 -0.77 5.38
C 0.44 -1.55 5.41
C -0.22 -1.88 4.23
C 0.28 -1.45 3.01
C 1.45 -0.71 3.00
H 6.46 -4.03 0.45
H 4.53 -4.60 1.88
H 2.81 -2.90 2.37
H 4.97 -0.06 -0.03
H 6.68 -1.76 -0.50
H 4.73 2.25 1.39
H 6.23 2.97 3.22
H 5.88 2.12 5.52
H 4.01 0.60 6.01
H 2.08 -0.50 6.31
H 0.05 -1.89 6.36
H -1.13 -2.47 4.26
H -0.24 -1.68 2.09
C 0.09 -3.22 0.11
C -0.67 -1.97 -0.20
O -1.98 -2.00 -0.07
N -0.23 -0.79 -0.57
Te -2.46 -0.04 -0.58
C -4.41 -0.44 0.11
C -5.49 -0.88 -0.68
C -5.35 -1.46 -2.07
C -6.76 -0.82 -0.14
C -7.00 -0.38 1.15
C -8.41 -0.28 1.69
C -5.91 -0.04 1.94
C -4.61 -0.05 1.45
C -3.52 0.29 2.45
C -2.64 -0.04 -2.67
C -2.20 -1.05 -3.54
C -1.76 -2.43 -3.13
C -2.23 -0.76 -4.90
C -2.66 0.46 -5.41
C -2.67 0.74 -6.89
C -3.11 1.42 -4.50
C -3.11 1.19 -3.14
C -3.63 2.30 -2.24
H -0.08 -3.91 -0.73
H -0.31 -3.69 1.00
H 1.15 -3.03 0.20
H -4.43 -2.04 -2.18
H -5.35 -0.69 -2.85
H -6.19 -2.13 -2.27
H -7.60 -1.15 -0.75
H -9.08 -0.97 1.19
H -8.80 0.73 1.53
H -8.44 -0.47 2.76
H -6.08 0.23 2.98
H -3.58 1.33 2.77
H -2.50 0.12 2.12
H -3.65 -0.33 3.34
H -2.27 -2.78 -2.23
H -0.68 -2.47 -2.95
H -1.98 -3.14 -3.92
H -1.91 -1.53 -5.60
H -2.47 -0.16 -7.46
H -1.90 1.47 -7.14
H -3.63 1.15 -7.20
H -3.49 2.37 -4.88
H -4.38 2.89 -2.77
H -2.83 2.98 -1.93
H -4.14 1.94 -1.33

Here are the Mulliken charges for atoms 1 to 6, given in e: atom 1 (Ir): 1.572, atom 2 (C): -0.677, atom 3 (N): 0.147, atom 4 (C): -0.386, atom 5 (C): -0.612, atom 6 (N): 0.179